{
  "formula": "C26H29BCdF6N10O9S3",
  "method": "wB97M-V/def2-TZVPD",
  "total_charge": -2,
  "multiplicity": 1,
  "e_above_lowest_ev": 0.1110,
  "species": ["Cd", "C", "C", "C", "C", "C", "N", "N", "B", "N", "N", "C", "C", "C", "C", "C", "N", "N", "C", "C", "C", "C", "C", "H", "H", "H", "H", "H", "H", "H", "H", "H", "H", "H", "H", "H", "H", "H", "H", "H", "H", "H", "H", "H", "H", "O", "C", "C", "O", "C", "C", "O", "C", "O", "O", "F", "C", "F", "F", "S", "O", "O", "N", "S", "O", "O", "C", "F", "F", "F", "C", "C", "C", "N", "N", "C", "N", "S", "H", "H", "H", "H", "H", "H", "H"],
  "positions_angstrom": [[0.4785, -0.1937, 0.4636], [-0.9248, 1.3687, -2.6943], [0.2865, 2.0253, -2.1307], [0.9205, 3.2064, -2.5546], [1.9238, 3.4287, -1.6341], [2.9146, 4.5443, -1.5780], [1.8827, 2.4293, -0.7306], [0.8847, 1.5666, -1.0461], [2.6881, 2.2982, 0.5782], [3.4851, 0.9683, 0.5814], [2.8376, -0.2074, 0.4155], [3.7454, -1.1683, 0.3919], [3.3598, -2.5962, 0.1894], [5.0248, -0.6057, 0.5411], [4.8125, 0.7553, 0.6535], [5.8168, 1.8498, 0.8132], [1.7173, 2.3716, 1.7800], [0.3896, 2.1097, 1.6458], [-0.1628, 2.3232, 2.8279], [-1.6071, 2.0274, 3.0457], [0.8062, 2.7526, 3.7499], [1.9900, 2.7540, 3.0439], [3.3777, 3.0395, 3.5105], [-0.9491, 1.4243, -3.7831], [-1.8298, 1.8519, -2.3269], [-0.9652, 0.3184, -2.4075], [0.6742, 3.8168, -3.4086], [2.7734, 5.1936, -2.4421], [3.9400, 4.1714, -1.5894], [2.7940, 5.1413, -0.6729], [3.4837, 3.1999, 0.6394], [3.0701, -2.7674, -0.8488], [2.5025, -2.8658, 0.8053], [4.1948, -3.2528, 0.4355], [5.9715, -1.1209, 0.5681], [6.8181, 1.4188, 0.8210], [5.6724, 2.3999, 1.7442], [5.7581, 2.5709, -0.0035], [-2.0863, 1.8114, 2.0930], [-2.1239, 2.8653, 3.5194], [-1.7152, 1.1504, 3.6877], [0.6765, 2.9656, 4.7985], [3.3536, 3.4303, 4.5273], [3.8782, 3.7669, 2.8678], [3.9765, 2.1251, 3.5135], [0.2302, -4.6484, 5.0442], [0.2428, -3.7903, 4.1853], [-0.0155, -3.9926, 2.7132], [-0.2666, -5.0587, 2.1651], [0.1109, -2.6767, 2.1088], [0.4470, -1.6917, 3.0777], [0.6303, -0.4780, 2.7839], [0.5347, -2.3222, 4.4041], [0.7897, -1.7972, 5.4751], [-0.0112, -2.3803, 0.8682], [-4.4092, -0.4532, 2.2198], [-4.6372, 0.0894, 1.0246], [-4.5276, 1.4134, 1.1321], [-5.8928, -0.1991, 0.6634], [-3.4422, -0.6008, -0.1962], [-2.1689, -0.1989, 0.3404], [-3.7580, -1.9978, -0.2621], [-3.8815, 0.2524, -1.4522], [-4.1058, -0.3438, -2.8867], [-3.4649, -1.6053, -3.1388], [-4.0054, 0.6949, -3.8681], [-5.9113, -0.7464, -2.8931], [-6.6362, 0.2690, -2.4103], [-6.3235, -0.9809, -4.1486], [-6.1740, -1.8290, -2.1635], [1.0360, 0.1139, -6.1437], [1.9541, -0.6138, -5.1647], [1.2313, -1.1592, -3.9739], [1.5878, -0.9067, -2.7653], [0.7650, -1.4631, -1.8248], [-0.1975, -2.1838, -2.3405], [-1.0672, -2.9164, -1.6207], [-0.1804, -2.1691, -4.0846], [1.6101, 0.5373, -6.9699], [0.5093, 0.9260, -5.6415], [0.2852, -0.5569, -6.5652], [2.7082, 0.0684, -4.7700], [2.4838, -1.4230, -5.6767], [-0.8929, -2.8903, -0.6082], [-2.0322, -2.9096, -1.9165]]
}



{
  "formula": "C26H29GaN6O4P",
  "method": "wB97M-V/def2-TZVPD",
  "total_charge": 1,
  "multiplicity": 1,
  "species": ["Ga", "N", "C", "C", "O", "N", "C", "C", "O", "O", "H", "H", "H", "H", "H", "H", "N", "C", "C", "C", "C", "C", "C", "P", "C", "C", "C", "C", "C", "C", "C", "C", "C", "C", "C", "C", "H", "H", "H", "H", "H", "H", "H", "H", "H", "H", "H", "H", "H", "H", "H", "H", "C", "N", "C", "C", "O", "N", "C", "N", "H", "H", "H", "H", "H", "H", "H"],
  "positions_angstrom": [[-1.8026, -0.1197, 0.0670], [-3.3209, -1.8756, 0.2843], [-4.0849, -1.8072, -0.9699], [-4.2950, -0.3400, -1.3992], [-5.2668, 0.0029, -2.0376], [-3.2823, 0.4391, -1.0130], [-3.2644, 1.8490, -1.3239], [-1.9941, 2.4108, -0.6966], [-1.3796, 3.3243, -1.2287], [-1.6032, 1.8131, 0.3753], [-2.8895, -2.7949, 0.3544], [-3.9851, -1.7807, 1.0511], [-5.0679, -2.2840, -0.8965], [-3.5150, -2.2983, -1.7630], [-4.1283, 2.3593, -0.8861], [-3.2629, 2.0373, -2.4014], [-2.1106, -0.2562, 2.3763], [-1.1057, 0.4458, 3.1211], [-1.4102, 1.0761, 4.3186], [-0.4033, 1.6720, 5.0584], [0.9093, 1.6417, 4.6114], [1.2055, 1.0787, 3.3850], [0.2001, 0.4830, 2.6320], [0.5185, -0.1700, 0.9801], [1.2592, -1.8015, 1.2649], [1.8771, -2.4688, 0.2111], [2.3100, -3.7718, 0.3669], [2.1241, -4.4229, 1.5756], [1.5243, -3.7602, 2.6350], [1.0917, -2.4539, 2.4840], [1.7848, 0.9759, 0.3487], [1.3832, 2.2919, 0.1279], [2.2681, 3.2087, -0.4056], [3.5647, 2.8285, -0.7083], [3.9793, 1.5320, -0.4526], [3.0971, 0.6024, 0.0740], [-2.0706, -1.2512, 2.6039], [-3.0318, 0.0934, 2.6415], [-2.4308, 1.0972, 4.6765], [-0.6506, 2.1488, 5.9930], [1.6980, 2.0668, 5.2104], [2.2118, 1.1037, 2.9931], [2.0130, -1.9697, -0.7376], [2.7860, -4.2804, -0.4576], [2.4501, -5.4452, 1.6865], [1.3852, -4.2734, 3.5747], [0.6258, -1.9385, 3.3141], [0.3794, 2.6065, 0.3655], [1.9347, 4.2173, -0.5934], [4.2555, 3.5434, -1.1270], [4.9986, 1.2405, -0.6539], [3.4334, -0.4025, 0.2831], [1.6737, 0.1617, -4.8280], [0.7895, -0.0091, -3.7056], [0.3509, -1.3260, -3.3025], [-0.4459, -0.9860, -2.0592], [-1.0217, -1.7635, -1.2962], [-0.4376, 0.3290, -1.8740], [0.2850, 0.9061, -2.8610], [0.4462, 2.2089, -2.9087], [1.2669, -0.3442, -5.7057], [2.6539, -0.2645, -4.6020], [1.7989, 1.2137, -5.0673], [1.1868, -2.0014, -3.0987], [-0.2838, -1.7890, -4.0648], [-0.1305, 2.7829, -2.2698], [0.9551, 2.6579, -3.6499]]
}



{
  "formula": "C26H29InN4O6S",
  "method": "wB97M-V/def2-TZVPD",
  "total_charge": 2,
  "multiplicity": 1,
  "e_above_lowest_ev": 0.0000,
  "species": ["In", "O", "C", "C", "C", "C", "N", "C", "C", "C", "C", "C", "C", "O", "C", "C", "N", "H", "H", "H", "H", "H", "H", "H", "H", "H", "H", "H", "H", "O", "C", "C", "C", "C", "C", "C", "C", "C", "N", "H", "H", "H", "H", "H", "H", "H", "H", "H", "H", "H", "N", "C", "C", "C", "C", "C", "C", "S", "O", "O", "O", "H", "H", "H", "H", "H", "H"],
  "positions_angstrom": [[-0.7545, 0.7664, 0.5642], [0.8981, -6.0171, 2.4851], [0.5836, -5.0906, 3.4973], [0.2915, -3.7604, 2.8626], [-0.0846, -2.6706, 3.6372], [-0.3477, -1.4710, 3.0104], [-0.2552, -1.3022, 1.6885], [0.0928, -2.3505, 0.9331], [0.3735, -3.5887, 1.4884], [0.0994, -2.1379, -0.5369], [0.5604, -3.0998, -1.4188], [0.4442, -2.8978, -2.7871], [0.8853, -3.9787, -3.7463], [1.9111, -4.7835, -3.2146], [-0.1270, -1.7136, -3.2306], [-0.5307, -0.7810, -2.2964], [-0.4154, -0.9766, -0.9796], [1.0743, -6.8778, 2.8779], [1.4133, -4.9625, 4.2016], [-0.2942, -5.4000, 4.0747], [-0.1822, -2.7503, 4.7122], [-0.6530, -0.6048, 3.5856], [0.6355, -4.4380, 0.8776], [1.0144, -4.0155, -1.0691], [1.1506, -3.5412, -4.7114], [0.0307, -4.6373, -3.9190], [2.7693, -4.4018, -3.4242], [-0.2531, -1.5108, -4.2862], [-0.9568, 0.1661, -2.5988], [0.0982, 2.6235, -1.8163], [1.3919, 3.1730, -1.5266], [2.5281, 2.3102, -2.0465], [2.5262, 0.8926, -1.4626], [2.7996, 0.8960, 0.0142], [4.1031, 0.9709, 0.4965], [4.3303, 1.0366, 1.8574], [3.2388, 1.0353, 2.7169], [1.9791, 0.9567, 2.1638], [1.7520, 0.8798, 0.8452], [-0.0292, 2.6568, -2.7719], [1.4359, 3.2502, -0.4380], [1.4715, 4.1821, -1.9375], [3.4712, 2.8117, -1.8121], [2.4748, 2.2525, -3.1373], [3.2849, 0.2945, -1.9683], [1.5591, 0.4246, -1.6503], [4.9272, 0.9732, -0.2050], [5.3391, 1.0900, 2.2446], [3.3609, 1.0907, 3.7892], [1.1036, 0.9545, 2.8036], [-2.0394, 4.8051, 1.7234], [-2.8984, 4.2214, 0.9430], [-4.1053, 3.6509, 1.5043], [-4.9025, 2.9148, 0.7315], [-4.5149, 2.6363, -0.6579], [-3.4494, 3.4474, -1.2628], [-2.6466, 4.1680, -0.4822], [-4.6892, 0.9971, -1.2368], [-5.6352, 2.2139, -1.5880], [-5.2545, 0.0627, -0.3338], [-3.8212, 0.6231, -2.2956], [-2.1664, 4.8387, 2.7248], [-1.1704, 5.1620, 1.3543], [-4.3306, 3.8215, 2.5491], [-5.8061, 2.4498, 1.1059], [-3.2970, 3.3619, -2.3309], [-1.7927, 4.6972, -0.8848]]
}



no.,DFT total energy (hartree),frontier orbital gap (eV)
1,-4219.52836,5.7
2,-3903.78716,9.0
3,-2266.40229,5.8